(1)
DFT (wB97M-V/def2-TZVPD) results for a single C7H12 molecule in a non-equilibrium geometry.

Last column: Löwdin charge in e.
Positions of all 19 atoms, in Å:
C 0.015 1.796 -1.192  -0.088
C 0.971 0.603 -0.956  -0.208
C 0.424 -0.678 -0.359  -0.302
C -0.085 -0.781 0.871  -0.096
C -0.636 0.334 1.656  -0.201
C -1.615 0.144 2.541  0.000
C 0.542 -1.886 -1.256  -0.061
H -0.758 1.697 -0.430  0.050
H 0.594 2.709 -1.053  0.069
H -0.516 1.923 -2.135  0.068
H 1.826 0.944 -0.370  0.113
H 1.382 0.310 -1.921  0.094
H -0.266 -1.783 1.250  0.105
H 0.044 1.173 1.760  0.108
H -1.884 0.900 3.264  0.050
H -1.830 -0.899 2.750  0.058
H 0.284 -2.817 -0.753  0.074
H -0.084 -1.689 -2.126  0.088
H 1.591 -2.000 -1.540  0.079

Results
- frontier orbital gap (hartree) = 0.350
- spin multiplicity = 1
- energy above the lowest of the compared OMol25 structures with the same formula, charge and spin (eV) = 1.620
- charge = 0
- LUMO (eV) = 1.1
- SMILES string = C=C/C=C(/C)CC
- highest occupied orbital energy (Eh) = -0.311



(2)
DFT (wB97M-V/def2-TZVPD) results for a 2-piece molecular cluster, C7H12 overall.

Last column: Löwdin charge in e.
Positions of all 19 atoms, in Å:
C 1.862 -0.689 1.108  -0.117
C 1.141 0.286 1.994  -0.245
C 0.449 1.336 1.559  -0.016
C -0.991 -0.280 -1.363  -0.284
C -1.290 1.082 -1.925  -0.129
C -0.246 0.092 -2.354  -0.015
C -1.405 -1.256 -0.333  -0.049
H 2.944 -0.655 1.288  0.073
H 1.678 -0.471 0.051  0.063
H 1.537 -1.717 1.309  0.071
H 1.207 0.104 3.067  0.091
H -0.053 2.014 2.245  0.054
H 0.362 1.555 0.496  0.044
H -1.000 1.980 -1.368  0.064
H -2.185 1.233 -2.538  0.075
H 0.549 -0.108 -3.056  0.093
H -2.463 -1.515 -0.457  0.082
H -0.810 -2.173 -0.390  0.078
H -1.285 -0.819 0.665  0.068

Results
- frontier orbital gap (hartree) = 0.375
- spin multiplicity = 1
- energy above the lowest of the compared OMol25 structures with the same formula, charge and spin (eV) = 3.054
- charge = 0
- LUMO (eV) = 1.1
- SMILES string = CC1=CC1.C=CC
- highest occupied orbital energy (Eh) = -0.333



(3)
DFT (wB97M-V/def2-TZVPD) results for a single C7H12 molecule in a non-equilibrium geometry.

Last column: Löwdin charge in e.
Positions of all 19 atoms, in Å:
C 0.621 -1.537 2.107  -0.093
C -0.117 -0.411 1.481  -0.366
C 0.221 0.829 1.843  0.037
C -0.996 -0.685 0.254  -0.169
C -0.869 0.423 -0.757  -0.152
C -0.015 0.292 -1.761  -0.182
C 0.357 1.313 -2.803  -0.094
H 1.516 -1.802 1.527  0.087
H 1.035 -1.215 3.065  0.070
H 0.071 -2.468 2.374  0.087
H 0.876 1.154 2.625  0.057
H -0.281 1.637 1.310  0.056
H -1.951 -1.143 0.495  0.111
H -0.504 -1.582 -0.185  0.109
H -1.547 1.273 -0.695  0.114
H 0.483 -0.687 -1.879  0.109
H -0.613 1.749 -3.105  0.079
H 0.785 0.788 -3.635  0.060
H 0.927 2.073 -2.260  0.080

Results
- frontier orbital gap (hartree) = 0.367
- spin multiplicity = 1
- energy above the lowest of the compared OMol25 structures with the same formula, charge and spin (eV) = 1.622
- charge = 0
- LUMO (eV) = 1.2
- SMILES string = C=C(C)C/C=C/C
- highest occupied orbital energy (Eh) = -0.325



(4)
DFT (wB97M-V/def2-TZVPD) results for C7H12Ag4Br6O3 as an isolated structure in a non-equilibrium geometry.

Last column: Löwdin charge in e.
Positions of all 32 atoms, in Å:
Ag 3.743 -2.039 1.523  0.872
Ag 3.353 1.612 1.548  0.670
Ag 1.499 -2.850 -1.763  0.704
Ag 3.766 0.552 -1.957  0.905
C 1.781 -0.236 -0.590  -1.156
O 2.022 0.935 -0.213  -0.176
O 1.605 -0.462 -1.766  -0.113
O 1.964 -1.190 0.147  -0.161
Br 0.412 -2.570 -5.714  0.593
C -0.574 -1.084 -4.881  -0.632
C -1.831 -1.637 -4.087  -0.600
Br -1.273 -2.747 -2.581  0.646
H -0.817 -0.340 -5.640  0.067
H 0.108 -0.639 -4.157  0.019
H -2.523 -2.247 -4.667  0.063
H -2.419 -0.804 -3.700  0.067
Br -2.570 -0.397 1.712  0.655
C -0.952 -1.289 2.339  -0.656
C -0.639 -0.986 3.830  -0.711
Br -2.113 -1.401 5.038  0.652
H -0.237 -0.818 1.666  0.010
H -1.159 -2.343 2.156  0.054
H -0.542 0.092 3.959  -0.036
H 0.298 -1.483 4.080  0.058
Br -1.852 4.340 0.412  0.660
C -0.222 3.340 1.052  -0.677
C -0.543 2.677 2.317  -0.617
Br 1.131 2.109 3.254  0.693
H 0.646 3.956 1.287  0.048
H 0.149 2.654 0.290  0.042
H -1.239 1.857 2.141  -0.009
H -0.974 3.439 2.967  0.069

Results
- frontier orbital gap (hartree) = 0.181
- spin multiplicity = 1
- energy above the lowest of the compared OMol25 structures with the same formula, charge and spin (eV) = 1.886
- charge = +2
- LUMO (eV) = -9.2
- highest occupied orbital energy (Eh) = -0.519



(5)
DFT (wB97M-V/def2-TZVPD) results for C7H12BrN2 as an isolated structure in a non-equilibrium geometry.

Last column: Löwdin charge in e.
Positions of all 22 atoms, in Å:
C -0.401 -2.259 1.037  -0.046
C 0.032 -1.007 1.276  -0.094
C -0.135 -1.787 -1.307  -0.086
C -0.843 -2.580 -0.317  -0.191
C -0.023 -0.058 0.206  -0.419
C 1.605 1.676 0.507  0.031
C -0.178 2.329 -0.869  -0.004
N 0.219 -0.554 -1.084  0.126
N 0.117 1.413 0.276  -0.130
Br -2.524 0.108 0.152  0.386
H -0.253 -2.892 1.896  0.137
H 0.257 -0.663 2.262  0.125
H 0.024 -2.169 -2.342  0.156
H -0.607 -3.574 -0.712  0.140
H -1.985 -2.615 -0.308  0.155
H 2.082 1.664 -0.407  0.084
H 1.858 2.696 0.835  0.128
H 1.974 1.198 1.342  0.082
H 0.500 2.225 -1.676  0.097
H -1.073 1.921 -1.306  0.052
H -0.202 3.340 -0.596  0.105
H -0.445 1.589 1.136  0.167

Results
- frontier orbital gap (hartree) = 0.273
- spin multiplicity = 1
- energy above the lowest of the compared OMol25 structures with the same formula, charge and spin (eV) = 2.190
- charge = +1
- LUMO (eV) = -5.5
- highest occupied orbital energy (Eh) = -0.476



(6)
DFT (wB97M-V/def2-TZVPD) results for a single C7H12BrNO2 molecule in a non-equilibrium geometry.

Last column: Löwdin charge in e.
Positions of all 23 atoms, in Å:
C -0.205 1.301 -0.480  -0.193
C 0.691 0.920 0.642  -0.204
C -1.736 1.052 -0.257  -0.183
C 0.732 -0.552 0.949  -0.453
C -2.022 -0.396 -0.453  -0.017
C -0.504 -1.207 1.345  -0.516
C 1.423 -1.380 -0.222  -0.034
N -3.144 -1.029 0.256  -0.481
O -3.589 -2.099 -0.117  0.025
O -3.613 -0.488 1.207  -0.044
Br -1.374 -0.686 2.890  0.902
H -0.235 2.416 -0.610  0.122
H 0.128 0.823 -1.523  0.148
H 1.676 1.025 0.340  0.100
H 0.472 1.587 1.380  0.092
H -2.049 1.306 0.695  0.072
H -2.218 1.541 -1.162  0.141
H 1.377 -0.625 1.784  0.116
H -1.710 -0.840 -1.359  0.113
H -0.798 -2.168 1.005  0.049
H 1.466 -0.859 -1.193  0.065
H 0.797 -2.325 -0.352  0.095
H 2.498 -1.648 -0.090  0.084

Results
- frontier orbital gap (spin up / spin down) (hartree) = 0.292 / 0.278
- spin multiplicity = 1
- energy above the lowest of the compared OMol25 structures with the same formula, charge and spin (eV) = 5.129
- charge = 0
- LUMO (spin up / spin down) (eV) = -0.6 / -0.8
- highest occupied orbital energy (spin up / spin down) (Eh) = -0.314 / -0.306



(7)
DFT (wB97M-V/def2-TZVPD) results for C7H12CdN3 as an isolated structure in a non-equilibrium geometry.

Last column: Löwdin charge in e.
Positions of all 23 atoms, in Å:
C 1.844 2.732 -1.456  -0.472
Cd 0.709 2.410 0.266  0.638
N -0.999 1.211 1.794  -0.193
H -0.851 2.697 -0.421  -0.255
H -1.703 0.803 1.184  -0.035
H 0.391 2.563 1.925  -0.209
H 2.037 3.798 -1.579  -0.092
H 1.618 2.227 -2.395  -0.091
H 2.692 2.064 -1.274  -0.123
H -0.421 0.466 2.240  -0.009
H -1.388 1.857 2.482  -0.020
N -3.404 -3.010 -1.640  0.132
C -2.391 -2.600 -1.207  -0.176
C -1.144 -2.096 -0.662  -0.219
C -0.324 -2.915 0.132  -0.034
C 0.858 -2.407 0.662  -0.057
C 1.181 -1.072 0.369  -0.145
N 0.377 -0.281 -0.341  0.024
C -0.746 -0.771 -0.887  -0.098
H -0.630 -3.945 0.314  0.114
H 1.536 -3.000 1.270  0.099
H 2.115 -0.633 0.730  0.106
H -1.358 -0.097 -1.503  0.116

Results
- frontier orbital gap (hartree) = 0.165
- spin multiplicity = 1
- energy above the lowest of the compared OMol25 structures with the same formula, charge and spin (eV) = 1.612
- charge = -1
- LUMO (eV) = 2.4
- highest occupied orbital energy (Eh) = -0.075



(8)
DFT (wB97M-V/def2-TZVPD) results for a 2-piece molecular cluster, C7H12Cl2 overall in a non-equilibrium geometry.

Last column: Löwdin charge in e.
Positions of all 21 atoms, in Å:
C 2.399 -1.210 -2.028  -0.079
C -0.609 -0.560 0.793  -0.210
C -1.140 0.431 0.117  -0.474
C 2.914 -0.584 -0.935  -1.208
C -0.443 -0.811 2.275  -0.081
C -1.804 1.598 0.809  -0.077
C -1.179 0.506 -1.374  -0.101
Cl 4.445 -0.985 -0.238  0.611
Cl 2.062 0.710 -0.202  0.687
H 2.960 -1.928 -2.517  0.022
H 1.446 -0.838 -2.547  0.084
H -0.393 -1.355 0.189  0.070
H 0.395 -1.418 2.494  0.047
H -1.429 -1.148 2.661  0.086
H -0.276 0.194 2.835  0.092
H -1.114 1.703 1.711  0.073
H -2.917 1.424 1.106  0.110
H -1.685 2.547 0.124  0.101
H -0.539 1.460 -1.661  0.110
H -2.321 0.545 -1.703  0.125
H -0.773 -0.279 -1.907  0.011

Results
- frontier orbital gap (hartree) = 0.347
- spin multiplicity = 1
- charge = 0
- LUMO (eV) = 0.7
- SMILES string = C=C(Cl)Cl.CC=C(C)C
- highest occupied orbital energy (Eh) = -0.319



(9)
DFT (wB97M-V/def2-TZVPD) results for a single C7H12Cl2O molecule in a non-equilibrium geometry.

Last column: Löwdin charge in e.
Positions of all 22 atoms, in Å:
C 0.408 -0.413 -0.475  -0.219
C 1.396 -0.023 -2.714  -1.041
C 1.211 -1.551 0.190  -0.020
C -1.965 -0.561 0.257  -0.027
C -0.806 1.689 -0.034  -0.057
C -0.068 0.380 1.902  -0.052
C -0.683 0.230 0.427  -0.524
O 0.784 0.180 -1.550  -0.147
Cl 2.810 -1.057 -2.595  0.583
Cl 1.834 1.516 -3.566  0.508
H 2.214 -1.547 -0.002  0.013
H 0.834 -2.521 -0.296  0.123
H 1.089 -1.694 1.215  0.034
H -2.783 0.103 0.787  0.140
H -1.772 -1.577 0.651  0.101
H -2.162 -0.657 -0.718  0.034
H -0.977 2.453 0.840  0.117
H 0.131 2.060 -0.533  0.093
H -1.676 1.649 -0.747  0.097
H -0.923 0.798 2.406  0.063
H 0.758 1.068 2.041  0.080
H 0.347 -0.526 2.514  0.100

Results
- frontier orbital gap (spin up / spin down) (hartree) = 0.259 / 0.305
- spin multiplicity = 1
- energy above the lowest of the compared OMol25 structures with the same formula, charge and spin (eV) = 4.587
- charge = 0
- LUMO (spin up / spin down) (eV) = -0.2 / 0.4
- highest occupied orbital energy (spin up / spin down) (Eh) = -0.268 / -0.290



(10)
DFT (wB97M-V/def2-TZVPD) results for C7H12ClCoI2NOPS as an isolated structure in a non-equilibrium geometry.

Last column: Löwdin charge in e.
Positions of all 27 atoms, in Å:
I -2.069 -2.384 -0.221  0.871
I -1.899 2.760 -0.399  0.738
Co 0.275 0.053 0.683  0.215
P 0.268 0.083 -1.715  0.736
C -1.409 0.064 -2.432  -0.317
C 1.108 1.495 -2.508  -0.221
H 2.100 -1.465 -1.949  0.043
H 1.265 -1.200 -3.517  0.081
H 0.529 -2.258 -2.258  0.040
C 1.126 -1.357 -2.440  -0.218
H 2.098 1.615 -2.054  0.054
H 1.208 1.304 -3.584  0.082
H -1.333 0.071 -3.522  0.087
H -1.957 0.945 -2.059  -0.078
H 0.517 2.401 -2.332  0.016
H -1.935 -0.838 -2.075  -0.105
C -1.552 0.060 0.741  -0.625
O -2.616 0.179 1.245  -0.030
Cl 2.449 0.014 0.529  0.246
S -0.609 0.427 4.923  1.174
C 0.769 -0.606 4.666  -0.276
C 0.957 -0.789 3.318  -0.189
N 0.069 -0.067 2.516  -0.204
C -0.839 0.631 3.255  -0.403
H 1.381 -1.004 5.464  0.100
H 1.731 -1.388 2.854  0.103
H -1.629 1.253 2.870  0.079

Results
- frontier orbital gap (spin up / spin down) (hartree) = 0.263 / 0.222
- spin multiplicity = 5
- energy above the lowest of the compared OMol25 structures with the same formula, charge and spin (eV) = 0.000
- ⟨S²⟩ = 6.09
- charge = +2
- LUMO (spin up / spin down) (eV) = -9.7 / -10.6
- highest occupied orbital energy (spin up / spin down) (Eh) = -0.617 / -0.611



(11)
DFT (wB97M-V/def2-TZVPD) results for a single C7H12FN molecule in a non-equilibrium geometry.

Last column: Löwdin charge in e.
Positions of all 21 atoms, in Å:
C 0.319 -0.517 -0.772  -0.061
C -0.450 2.064 -1.098  -0.108
C 0.725 -1.755 -0.073  -0.328
C 0.836 -3.082 -0.818  -0.088
C 1.137 -1.987 1.351  -0.085
C -1.646 3.621 0.446  -0.045
C -0.372 3.295 -0.341  -0.404
N -0.022 0.919 -0.546  0.055
F -0.229 4.239 -1.366  -0.028
H 0.320 -0.885 -1.903  0.098
H -0.870 2.101 -2.029  0.092
H 0.906 -2.835 -1.930  0.089
H -0.109 -3.542 -0.449  0.105
H 1.816 -3.438 -0.615  0.064
H 0.937 -1.071 1.922  0.081
H 2.241 -1.953 1.441  0.099
H 0.654 -2.868 1.609  0.050
H -2.463 3.157 -0.180  0.089
H -1.676 4.635 0.799  0.063
H -1.738 2.963 1.454  0.130
H 0.385 3.243 0.425  0.133

Results
- frontier orbital gap (hartree) = 0.312
- spin multiplicity = 1
- energy above the lowest of the compared OMol25 structures with the same formula, charge and spin (eV) = 3.645
- charge = 0
- LUMO (eV) = 0.3
- SMILES string = CC(C)=C/N=C/[C@H](C)F
- highest occupied orbital energy (Eh) = -0.300



(12)
DFT (wB97M-V/def2-TZVPD) results for a single C7H12FNO4 molecule in a non-equilibrium geometry.

Last column: Löwdin charge in e.
Positions of all 25 atoms, in Å:
C 4.059 -0.237 0.358  0.028
C 2.805 -0.372 -0.442  -0.496
O 2.721 -1.043 -1.445  0.125
O 1.753 0.339 0.061  0.001
C 0.519 -0.362 0.085  -0.143
N -0.589 0.592 0.103  -0.043
C -1.594 0.269 -0.931  -0.171
C -2.429 -0.940 -0.532  -0.153
C -3.104 -0.780 0.810  -0.205
F -3.327 -2.036 1.358  -0.062
C -0.134 1.937 -0.151  -0.525
O 0.158 2.366 -1.252  0.140
O -0.162 2.749 0.931  0.129
H 3.925 -0.757 1.297  0.092
H 4.871 -0.663 -0.206  0.087
H 4.287 0.804 0.554  0.091
H 0.424 -1.051 -0.747  0.128
H 0.501 -0.952 0.999  0.141
H -1.138 0.097 -1.901  0.130
H -2.250 1.129 -1.001  0.132
H -3.193 -1.054 -1.292  0.116
H -1.809 -1.830 -0.539  0.113
H -2.493 -0.215 1.501  0.109
H -4.076 -0.315 0.707  0.118
H 0.274 2.324 1.675  0.119

Results
- frontier orbital gap (hartree) = 0.380
- spin multiplicity = 1
- energy above the lowest of the compared OMol25 structures with the same formula, charge and spin (eV) = 0.000
- charge = 0
- LUMO (eV) = 0.5
- SMILES string = CC(=O)OCN(CCCF)C(=O)O
- highest occupied orbital energy (Eh) = -0.362